No. 1
Below is a molecular structure, C6H9N, with properties calculated with the ωB97M-V functional and the def2-TZVPD basis.

Properties
Relative energy (zero: lowest compared OMol25 entry of this formula, charge and spin) (kJ/mol): 592.7
2S+1: 1
Lowest unoccupied orbital energy (spin up / spin down) (eV): 0.34 / 0.32
Net charge: 0
HOMO-LUMO gap (spin up / spin down) (eV): 7.30 / 7.33

Atoms and positions in Å:
C 1.87785 0.94719 -0.38373
C 0.42341 -0.91986 0.65959
C -0.44681 -0.10592 1.30501
C -0.65446 -1.28310 -0.51387
C -0.46605 0.15127 -0.94606
C -1.06777 0.83636 0.28523
N 1.01682 0.11913 -0.86545
H 2.79797 1.11667 -0.95198
H 1.74739 1.49093 0.56594
H 1.14787 -1.58878 1.12642
H -0.76097 -0.28425 2.31526
H -0.14677 -2.06962 -1.03413
H -1.72171 -1.56731 -0.32423
H -0.80947 0.46814 -1.93882
H -0.76911 1.88574 0.43792
H -2.15750 0.79456 0.25577

Cartesian forces (eV/Å) of the 2 atoms listed first:
-0.4105 0.3346 -0.4390
-3.2456 -2.6025 1.1247

For each atom in turn, the Löwdin charge in e is: -0.062 -0.132 -0.118 -0.091 -0.329 -0.144 -0.061 0.062 0.077 0.119 0.098 0.093 0.125 0.142 0.112 0.108


No. 2
Below is C5H9N3 in the gas phase, with properties calculated with the ωB97M-V functional and the def2-TZVPD basis.

Properties
Relative energy (zero: lowest compared OMol25 entry of this formula, charge and spin) (kJ/mol): 372.6
2S+1: 1
Lowest unoccupied orbital energy (eV): 0.82
Net charge: 0
HOMO-LUMO gap (eV): 9.53

Atoms and positions in Å:
H 3.10506 0.37917 -0.00781
N 2.64541 -0.45822 -0.09166
C 1.37626 -0.01665 -0.24105
N 0.81735 1.25549 -0.09670
C -0.60565 1.44432 -0.18241
C -1.40647 0.14106 -0.06890
C -0.63865 -0.84504 0.91476
C 0.35394 -1.19689 -0.11959
N -0.65761 -0.88643 -1.13451
H 1.34233 2.07748 0.03592
H -0.77017 2.08295 -1.14108
H -1.10605 2.00102 0.87730
H -2.40968 0.16225 -0.15778
H -1.29005 -1.77235 0.89942
H -0.15991 -0.52271 1.91752
H 0.79672 -2.27134 -0.26307
H -1.39285 -1.57411 -1.14037

Cartesian forces (eV/Å) of the 2 atoms listed first:
2.6607 2.5535 0.3290
-5.1712 0.3528 -1.1304

For each atom in turn, the Löwdin charge in e is: -0.029 0.111 -0.325 0.031 -0.197 -0.171 -0.138 -0.319 0.011 0.119 0.137 0.179 0.085 0.126 0.138 0.175 0.068